Molecular formula: C44H88O34S5
Method: DFT, ωB97M-V/def2-TZVPD

LUMO energy	0.202	eV

```
! RIJCOSX wB97M-V def2-TZVPD def2/J DEFGRID3
* xyz 0 1
C 3.153 -5.144 -1.212
O 3.294 -3.798 -1.043
C 4.552 -3.417 -0.792
O 5.500 -4.198 -0.687
O 4.642 -2.109 -0.650
C 5.909 -1.545 -0.505
H 3.898 -5.375 -1.985
H 2.142 -5.321 -1.489
H 3.395 -5.610 -0.240
H 5.832 -0.524 -0.190
H 6.417 -1.476 -1.468
H 6.404 -2.014 0.298
C 2.052 7.093 -2.672
O 3.054 6.723 -1.685
C 3.031 5.525 -1.087
O 2.153 4.729 -1.189
O 4.123 5.450 -0.347
C 4.313 4.230 0.371
H 1.129 6.582 -2.425
H 2.526 6.768 -3.567
H 1.986 8.157 -2.765
H 3.883 4.241 1.395
H 5.386 4.186 0.465
H 3.804 3.445 -0.159
C 0.758 -2.893 -3.828
O 0.634 -3.744 -4.936
C 1.749 -3.907 -5.708
O 2.836 -3.473 -5.398
O 1.446 -4.610 -6.848
C 2.534 -4.856 -7.785
H 1.031 -3.416 -2.908
H -0.260 -2.565 -3.618
H 1.397 -2.060 -4.103
H 3.049 -3.908 -7.982
H 2.162 -5.251 -8.773
H 3.272 -5.570 -7.406
C -0.053 -6.077 1.810
O -0.145 -5.652 0.460
C -1.120 -4.796 0.214
O -2.029 -4.439 0.985
O -1.022 -4.383 -1.008
C -2.079 -3.533 -1.511
H -1.026 -6.430 2.133
H 0.298 -5.244 2.430
H 0.705 -6.853 1.892
H -1.875 -2.507 -1.246
H -3.070 -3.815 -1.178
H -1.971 -3.735 -2.596
C -3.168 2.450 0.219
O -4.590 2.184 0.279
C -5.066 1.714 1.464
O -4.370 1.349 2.339
O -6.407 1.677 1.430
C -6.944 1.650 2.761
H -3.115 3.501 0.513
H -2.935 2.266 -0.846
H -2.597 1.774 0.834
H -6.334 2.399 3.278
H -6.971 0.685 3.196
H -7.966 2.062 2.702
C 0.464 5.859 4.668
O 0.979 4.568 4.951
C 1.946 4.167 4.143
O 2.354 4.698 3.125
O 2.367 2.927 4.636
C 3.488 2.313 3.962
H 1.120 6.632 5.084
H -0.521 5.852 5.190
H 0.353 5.954 3.589
H 3.448 1.303 4.224
H 4.368 2.841 4.290
H 3.334 2.603 2.883
C 0.028 5.173 0.936
O -1.064 5.605 1.735
C -1.649 4.822 2.650
O -2.618 5.161 3.279
O -1.041 3.642 2.793
C -1.575 2.820 3.866
H -0.282 4.603 0.067
H 0.737 4.682 1.586
H 0.539 6.046 0.570
H -0.751 2.181 4.224
H -2.338 2.166 3.398
H -2.000 3.421 4.632
C 0.816 -3.578 6.429
O 1.598 -4.311 5.456
C 1.952 -3.689 4.384
O 1.584 -2.568 3.997
O 2.835 -4.436 3.676
C 3.293 -3.941 2.443
H -0.140 -3.089 6.089
H 1.569 -2.800 6.780
H 0.528 -4.375 7.118
H 2.556 -3.913 1.627
H 4.152 -4.579 2.259
H 3.548 -2.868 2.671
C -1.728 -2.614 4.054
C -3.178 -3.096 3.693
C -3.972 -2.903 4.965
S -3.119 -1.758 6.093
O -2.527 -2.673 7.057
O -3.892 -0.633 6.521
C -1.825 -1.393 4.940
H -1.188 -2.385 3.141
H -1.257 -3.493 4.538
H -3.098 -4.171 3.510
H -3.514 -2.611 2.783
H -4.039 -3.810 5.513
H -4.964 -2.568 4.762
H -0.919 -1.232 5.491
H -2.173 -0.552 4.346
C -4.179 -1.151 0.073
C -4.505 -0.584 -1.360
C -5.749 -1.239 -1.927
S -6.152 -2.634 -0.845
O -5.306 -3.786 -1.227
O -7.542 -2.831 -0.625
C -5.403 -1.926 0.585
H -3.870 -0.355 0.746
H -3.344 -1.828 0.009
H -3.590 -0.602 -1.961
H -4.765 0.460 -1.139
H -5.726 -1.621 -2.945
H -6.622 -0.608 -1.868
H -5.193 -2.726 1.251
H -6.215 -1.243 0.991
C 1.048 0.140 1.540
C 1.343 1.556 0.942
C 0.849 1.656 -0.526
S 0.168 0.077 -0.966
O 0.539 -0.406 -2.323
O -1.208 -0.010 -0.500
C 1.097 -0.756 0.243
H 0.151 0.127 2.130
H 1.838 -0.244 2.160
H 2.429 1.824 0.923
H 0.778 2.216 1.602
H 1.693 1.959 -1.149
H -0.040 2.259 -0.675
H 2.147 -0.728 -0.131
H 0.846 -1.792 0.252
C -1.903 0.786 -4.453
C -0.840 1.192 -5.471
C -1.096 2.656 -5.850
S -1.491 3.407 -4.297
O -2.569 4.335 -4.564
O -0.273 3.892 -3.643
C -2.015 1.932 -3.430
H -1.537 -0.130 -4.001
H -2.862 0.645 -4.893
H -0.833 0.555 -6.376
H 0.078 1.178 -4.894
H -1.939 2.785 -6.487
H -0.265 3.300 -6.161
H -3.059 2.058 -3.070
H -1.313 1.780 -2.624
C 3.091 1.754 -4.849
C 2.768 0.331 -4.382
C 3.911 -0.107 -3.443
S 4.264 1.392 -2.485
O 5.685 1.706 -2.455
O 3.586 1.393 -1.217
C 3.408 2.483 -3.560
H 2.225 2.189 -5.385
H 3.998 1.800 -5.414
H 2.700 -0.321 -5.226
H 1.862 0.338 -3.806
H 4.826 -0.368 -3.965
H 3.601 -0.850 -2.699
H 4.067 3.339 -3.591
H 2.492 2.755 -3.038
*
```

Molecular formula: C21H42F4N2PtSbSi3
Method: DFT, ωB97M-V/def2-TZVPD

LUMO energy (spin up / spin down)	-4.780 / -4.446	eV
ΔE to the lowest compared entry with this formula, charge and spin	37.9	kcal per mole

```
! RIJCOSX wB97M-V def2-TZVPD def2/J DEFGRID3
* xyz 1 1
Pt -0.508 1.080 -0.021
C -2.723 -0.455 1.868
C -3.100 1.017 1.897
N -2.561 1.817 0.761
C -3.521 1.746 -0.372
C -2.988 2.160 -1.742
C -2.283 3.201 1.205
C -1.295 3.972 0.357
N -0.170 3.141 -0.012
C 1.029 3.687 -0.328
C 2.115 2.836 -0.587
F 1.884 1.489 -0.522
C 3.379 3.264 -0.916
F 4.323 2.349 -1.166
C 3.678 4.607 -0.998
C 2.629 5.481 -0.786
F 2.846 6.791 -0.898
C 1.348 5.058 -0.485
F 0.410 6.019 -0.391
H -3.269 -0.986 2.649
H -1.657 -0.565 2.052
H -2.960 -0.906 0.904
H -2.730 1.442 2.827
H -4.189 1.117 1.907
H -4.391 2.361 -0.123
H -3.856 0.710 -0.433
H -3.021 3.237 -1.896
H -3.590 1.702 -2.525
H -1.951 1.827 -1.857
H -1.873 3.136 2.212
H -3.210 3.782 1.256
H -0.985 4.823 0.962
H -1.785 4.374 -0.535
H 4.671 4.964 -1.222
C -2.469 -3.676 0.044
Si -0.716 -3.512 0.725
C -0.788 -3.647 2.603
C 0.307 -4.903 -0.026
Sb 0.465 -1.249 0.080
Si 2.610 -1.373 1.605
C 1.812 -0.842 3.230
C 4.039 -0.256 1.131
C 3.186 -3.165 1.561
Si 0.359 -1.303 -2.580
C 1.154 0.286 -3.200
C 1.148 -2.876 -3.250
C -1.512 -1.316 -2.825
H -2.919 -4.573 0.476
H -2.474 -3.803 -1.039
H -3.107 -2.831 0.299
H -1.387 -4.519 2.873
H -1.252 -2.772 3.059
H 0.202 -3.778 3.044
H -0.117 -5.866 0.268
H 1.347 -4.886 0.300
H 0.298 -4.858 -1.116
H 1.353 0.141 3.102
H 2.551 -0.767 4.031
H 1.036 -1.537 3.551
H 3.823 0.788 1.347
H 4.298 -0.333 0.075
H 4.915 -0.544 1.716
H 2.442 -3.853 1.966
H 4.095 -3.269 2.158
H 3.425 -3.476 0.543
H 2.237 0.177 -3.274
H 0.946 1.116 -2.522
H 0.776 0.556 -4.188
H 2.054 -3.146 -2.708
H 1.416 -2.743 -4.301
H 0.450 -3.712 -3.193
H -1.949 -0.368 -2.510
H -1.973 -2.106 -2.232
H -1.778 -1.484 -3.871
*
```

Molecular formula: C4H4N2O2
Method: DFT, ωB97M-V/def2-TZVPD

SMILES string	C=Cn1cnoc1=O
LUMO energy	0.676	eV
ΔE to the lowest compared entry with this formula, charge and spin	93.8	kcal per mole

```
! RIJCOSX wB97M-V def2-TZVPD def2/J DEFGRID3
* xyz 0 1
C 0.207 0.975 -1.846
C 0.525 0.939 -0.541
N -0.151 0.016 0.379
C 0.407 -0.239 1.662
N -0.132 -1.402 2.221
O -1.059 -1.672 1.216
C -1.119 -0.970 0.112
O -1.829 -1.280 -0.738
H -0.636 0.498 -2.022
H 1.075 1.401 -2.518
H 1.413 1.436 -0.157
H 1.297 0.298 2.232
*
```

Molecular formula: C3H8N2
Method: DFT, ωB97M-V/def2-TZVPD

SMILES string	C=CN.C=N
LUMO energy	0.386	eV
ΔE to the lowest compared entry with this formula, charge and spin	116.1	kcal per mole

```
! RIJCOSX wB97M-V def2-TZVPD def2/J DEFGRID3
* xyz 0 1
C -2.214 2.885 1.074
C -1.457 1.864 1.726
N -1.190 0.619 1.147
H -2.474 2.716 -0.008
H -2.138 3.895 1.494
H -0.941 2.006 2.751
H -1.648 0.554 0.208
H -0.654 -0.148 1.588
C 2.824 -2.763 -2.212
N 1.760 -2.866 -1.568
H 2.661 -2.857 -3.292
H 3.882 -2.290 -2.078
H 1.590 -3.615 -0.832
*
```

Molecular formula: C3H5NO2
Method: DFT, ωB97M-V/def2-TZVPD

SMILES string	[H]/N=C/OC(C)=O
LUMO energy	0.907	eV
ΔE to the lowest compared entry with this formula, charge and spin	20.0	kcal per mole

```
! RIJCOSX wB97M-V def2-TZVPD def2/J DEFGRID3
* xyz 0 1
H 3.199 0.520 0.060
N 2.199 0.602 -0.113
C 1.546 -0.018 0.762
O 0.173 0.001 0.753
C -0.498 -0.430 -0.369
C -1.880 0.157 -0.390
O -0.028 -1.189 -1.167
H 1.921 -0.565 1.633
H -2.419 -0.110 0.524
H -1.805 1.248 -0.425
H -2.408 -0.216 -1.267
*
```

Molecular formula: C6H17Cl2NSi2
Method: DFT, ωB97M-V/def2-TZVPD

SMILES string	CC[Si@](C)(Cl)N[Si@@](C)(Cl)CC
LUMO energy	0.642	eV
ΔE to the lowest compared entry with this formula, charge and spin	0.0	kcal per mole

```
! RIJCOSX wB97M-V def2-TZVPD def2/J DEFGRID3
* xyz 0 1
C 2.017 -1.735 0.718
C 2.021 -1.014 -0.582
Si 1.351 0.730 -0.801
C 2.150 1.290 -2.459
Cl 2.076 1.606 0.852
N -0.341 1.112 -0.735
Si -1.861 0.974 0.608
C -1.535 2.063 2.054
Cl -3.287 1.710 -0.705
C -2.109 -0.859 1.129
C -2.201 -1.813 -0.097
H 1.179 -1.700 1.419
H 2.400 -2.733 0.604
H 2.895 -1.288 1.261
H 1.414 -1.608 -1.253
H 2.977 -0.981 -1.075
H 1.567 0.893 -3.241
H 2.099 2.437 -2.653
H 3.154 0.872 -2.635
H -0.645 1.320 -1.658
H -2.088 3.082 1.865
H -1.799 1.702 3.117
H -0.419 2.221 2.035
H -1.316 -1.343 1.614
H -2.959 -0.925 1.764
H -3.076 -1.371 -0.679
H -1.265 -1.748 -0.781
H -2.401 -2.896 0.315
*
```